[1]
Density functional theory data (ωB97M-V with the def2-TZVPD basis set) for C55H39Br2FeNO2P2 as an isolated structure.

Computed properties:
frontier orbital gap (alpha / beta) = 7.4 / 7.3 eV
multiplicity = 5
ΔE to the lowest compared entry with this formula, charge and spin = 0.0 kJ/mol
E_HOMO (alpha / beta) = -7.2 / -7.3 eV

Last column: Mulliken charge in e.
Element x y z (Å)
Fe1 -0.222 -0.011 -0.790  0.60
O1 2.269 0.728 1.364  0.94
C1 3.328 -0.060 0.991  0.39
C2 4.208 -0.688 1.858  -0.81
C3 5.259 -1.426 1.324  -0.89
C4 5.426 -1.543 -0.047  -0.97
C5 4.505 -0.950 -0.904  -0.60
C6 3.445 -0.215 -0.398  -0.33
P1 2.085 0.489 -1.396  1.53
C7 2.562 -0.015 -3.096  -0.13
C8 1.988 -1.168 -3.632  -0.17
C9 2.377 -1.636 -4.882  -0.91
C10 3.329 -0.943 -5.616  -0.54
C11 3.887 0.222 -5.100  -0.80
C12 3.509 0.683 -3.846  -0.27
C13 2.461 2.279 -1.444  0.57
C14 3.562 2.854 -0.823  -0.21
C15 3.818 4.214 -0.975  -0.78
C16 2.979 5.001 -1.752  -0.57
C17 1.871 4.431 -2.369  -0.71
C18 1.611 3.080 -2.208  -0.27
C19 1.911 0.945 2.681  -0.80
C20 2.794 1.528 3.580  -0.44
C21 2.402 1.688 4.898  -0.63
C22 1.141 1.267 5.312  -0.94
C23 0.255 0.741 4.387  0.15
C24 0.615 0.599 3.047  -0.31
P2 -0.601 0.018 1.777  2.20
C25 -0.967 -1.613 2.545  0.33
C26 0.113 -2.502 2.577  -0.69
C27 -0.051 -3.804 3.020  -0.58
C28 -1.305 -4.243 3.435  -0.67
C29 -2.376 -3.365 3.429  -0.75
C30 -2.208 -2.054 2.988  -0.28
C31 -2.060 1.074 2.137  0.56
C32 -1.916 2.368 2.641  -0.68
C33 -3.016 3.207 2.766  -0.90
C34 -4.277 2.781 2.367  -0.63
C35 -4.429 1.512 1.830  -1.17
C36 -3.329 0.672 1.709  -0.34
H1 4.081 -0.618 2.929  0.58
H2 5.954 -1.916 1.997  0.40
H3 6.256 -2.109 -0.451  0.41
H4 4.602 -1.080 -1.976  0.49
H5 1.231 -1.703 -3.070  0.34
H6 1.933 -2.541 -5.284  0.46
H7 3.633 -1.303 -6.593  0.39
H8 4.620 0.777 -5.676  0.42
H9 3.952 1.590 -3.452  0.44
H10 4.230 2.249 -0.222  0.39
H11 4.681 4.656 -0.489  0.42
H12 3.186 6.059 -1.873  0.38
H13 1.205 5.044 -2.964  0.43
H14 0.739 2.639 -2.678  0.32
H15 3.773 1.854 3.246  0.53
H16 3.087 2.140 5.608  0.44
H17 0.849 1.364 6.351  0.43
H18 -0.741 0.441 4.697  0.47
H19 1.089 -2.173 2.232  0.19
H20 0.795 -4.483 3.026  0.44
H21 -1.443 -5.266 3.764  0.39
H22 -3.355 -3.700 3.755  0.44
H23 -3.054 -1.381 3.003  0.48
H24 -0.940 2.741 2.920  0.51
H25 -2.878 4.209 3.157  0.38
H26 -5.131 3.445 2.452  0.41
H27 -5.404 1.175 1.496  0.45
H28 -3.469 -0.306 1.263  -0.03
Br1 -0.708 5.000 0.310  -0.18
C37 -1.993 3.887 -0.520  -0.18
C38 -3.261 4.406 -0.826  -0.29
C39 -4.197 3.634 -1.447  -0.16
Br2 -5.929 4.358 -1.747  -0.24
C40 -3.888 2.314 -1.855  1.37
C41 -4.738 1.461 -2.593  -1.00
C42 -4.290 0.229 -2.978  -1.14
C43 -2.992 -0.174 -2.622  -0.51
N1 -2.191 0.575 -1.909  -0.06
C44 -2.610 1.804 -1.524  -0.53
C45 -1.646 2.565 -0.774  -0.27
O2 -0.548 2.007 -0.406  0.67
H29 -3.495 5.427 -0.555  0.48
H30 -5.729 1.801 -2.866  0.36
H31 -4.916 -0.436 -3.561  0.46
H32 -2.610 -1.142 -2.926  0.66
C46 -3.740 -4.620 -0.509  -0.86
C47 -3.839 -3.221 -0.328  -0.47
C48 -2.718 -2.444 -0.394  0.85
C49 -1.432 -2.986 -0.654  0.92
C50 -0.264 -2.148 -0.708  -1.03
C51 0.939 -2.808 -0.865  1.43
C52 1.049 -4.216 -1.004  -1.34
C53 -0.069 -4.996 -0.983  -1.16
C54 -1.342 -4.401 -0.796  1.53
C55 -2.521 -5.191 -0.732  -0.87
H33 -4.630 -5.234 -0.455  0.37
H34 -4.807 -2.769 -0.133  0.50
H35 -2.787 -1.376 -0.245  -0.83
H36 1.871 -2.246 -0.863  0.37
H37 2.029 -4.670 -1.133  0.48
H38 -0.001 -6.075 -1.093  0.35
H39 -2.431 -6.267 -0.855  0.42

Forces on atoms 1 to 6 (eV/Å):
Fe -0.883 -0.301 0.293
O 0.123 0.193 -0.034
C -0.133 -0.016 0.019
C 0.014 -0.007 -0.011
C -0.004 -0.008 0.012
C 0.016 -0.043 -0.015

[2]
Density functional theory data (ωB97M-V with the def2-TZVPD basis set) for C55H39Cl7N4O6STi as an isolated structure.

Computed properties:
frontier orbital gap (alpha / beta) = 4.7 / 6.6 eV
multiplicity = 2
ΔE to the lowest compared entry with this formula, charge and spin = 107.1 kJ/mol
total charge = -1
E_HOMO (alpha / beta) = -3.0 / -4.9 eV

Last column: Mulliken charge in e.
Element x y z (Å)
Ti1 0.987 0.457 0.798  -0.02
O1 0.870 -0.062 -1.453  0.35
C1 0.102 -1.241 -1.705  2.04
C2 -0.316 -1.824 -0.313  -0.65
O2 -1.097 -2.762 -0.239  -0.65
O3 0.274 -1.286 0.673  1.10
C3 0.974 -2.268 -2.427  0.03
C4 2.027 -1.844 -3.231  0.34
C5 2.774 -2.761 -3.948  -0.97
C6 2.485 -4.113 -3.872  -0.68
C7 1.446 -4.541 -3.063  -1.01
C8 0.692 -3.627 -2.348  -0.64
C9 -1.055 -0.986 -2.662  -0.42
C10 -2.307 -1.562 -2.498  -0.26
C11 -3.297 -1.385 -3.449  -1.22
C12 -3.049 -0.641 -4.587  -0.66
C13 -1.800 -0.074 -4.767  -0.62
C14 -0.815 -0.233 -3.811  -0.32
H1 0.359 0.730 -1.742  -0.96
H2 2.262 -0.793 -3.303  0.33
H3 3.586 -2.418 -4.573  0.47
H4 3.063 -4.827 -4.445  0.39
H5 1.214 -5.594 -2.986  0.46
H6 -0.124 -3.961 -1.728  0.73
H7 -2.500 -2.169 -1.630  0.71
H8 -4.264 -1.848 -3.307  0.42
H9 -3.819 -0.512 -5.333  0.38
H10 -1.590 0.488 -5.667  0.54
H11 0.153 0.217 -3.981  0.30
C15 3.926 -2.798 0.697  -1.45
C16 4.383 -2.786 2.007  -1.20
C17 3.989 -1.781 2.864  -0.62
C18 3.113 -0.780 2.419  0.16
C19 2.635 -0.773 1.090  0.79
C20 3.057 -1.812 0.261  0.28
C21 2.617 0.300 3.256  1.65
C22 3.043 0.522 4.575  -1.33
C23 2.536 1.569 5.300  -1.44
C24 1.585 2.427 4.703  1.31
C25 1.035 3.518 5.393  -0.86
C26 0.123 4.348 4.784  -0.89
C27 -0.273 4.090 3.474  -1.30
C28 0.241 3.017 2.776  -1.01
C29 1.190 2.157 3.360  1.07
N1 1.703 1.102 2.664  1.15
H12 4.221 -3.589 0.021  0.52
H13 5.042 -3.571 2.354  0.39
H14 4.342 -1.803 3.886  0.26
H15 2.704 -1.869 -0.763  0.27
H16 3.781 -0.134 5.010  0.57
H17 2.845 1.751 6.321  0.41
H18 1.347 3.698 6.413  0.43
H19 -0.280 5.202 5.310  0.40
H20 -0.988 4.745 2.995  0.55
H21 -0.087 2.827 1.761  0.82
Cl1 4.690 5.544 -3.403  -0.25
C30 3.867 4.522 -2.303  0.17
C31 4.049 3.145 -2.346  0.28
Cl2 5.114 2.453 -3.491  -0.23
C32 3.361 2.328 -1.468  1.21
Cl3 3.654 0.644 -1.426  -0.11
C33 2.405 2.814 -0.541  -3.04
O4 1.715 2.018 0.200  0.85
C34 2.299 4.228 -0.487  0.61
Cl4 1.267 4.942 0.678  -0.23
C35 3.007 5.052 -1.346  0.38
Cl5 2.824 6.752 -1.245  -0.23
Cl6 -0.692 0.159 5.593  -0.20
C36 0.166 -1.279 5.158  0.72
C37 1.279 -1.642 5.885  -0.80
C38 1.979 -2.781 5.523  -0.62
C39 1.589 -3.498 4.407  -0.69
C40 0.485 -3.113 3.664  1.45
Cl7 0.178 -3.945 2.185  -0.17
C41 -0.302 -2.014 4.053  -1.34
N2 -1.440 -1.559 3.436  0.02
C42 -2.357 -2.235 2.654  0.85
C43 -2.682 -3.562 2.949  -0.24
C44 -3.675 -4.221 2.256  -0.74
C45 -4.364 -3.567 1.251  -1.04
C46 -4.051 -2.253 0.962  -0.64
C47 -3.072 -1.554 1.652  0.59
C48 -2.918 -0.080 1.333  -1.82
C49 -1.503 0.436 1.071  0.97
O5 -0.706 0.538 2.044  -0.18
O6 -1.155 0.784 -0.066  -0.33
H22 1.587 -1.040 6.725  0.44
H23 2.845 -3.086 6.090  0.41
H24 2.163 -4.351 4.084  0.46
H25 -1.438 -0.545 3.321  0.05
H26 -2.146 -4.064 3.742  0.51
H27 -3.913 -5.246 2.500  0.38
H28 -5.155 -4.065 0.709  0.41
H29 -4.594 -1.742 0.180  0.37
H30 -3.308 0.513 2.170  0.36
H31 -3.500 0.145 0.434  -0.06
C50 -2.871 3.642 -6.489  -1.52
C51 -2.821 3.154 -5.079  0.73
C52 -3.865 2.615 -4.378  -1.01
C53 -3.652 2.231 -3.034  1.03
N3 -2.468 2.353 -2.447  0.02
C54 -1.438 2.810 -3.131  -0.48
S1 0.125 2.861 -2.566  -0.43
N4 -1.622 3.266 -4.436  0.17
C55 -4.743 1.619 -2.219  -1.04
H32 -3.861 3.505 -6.916  0.38
H33 -2.150 3.103 -7.106  0.36
H34 -2.619 4.703 -6.524  0.37
H35 -4.827 2.476 -4.848  0.40
H36 -0.801 3.609 -4.916  0.32
H37 -5.726 1.897 -2.592  0.48
H38 -4.639 1.914 -1.178  0.25
H39 -4.640 0.534 -2.265  0.01

Forces on atoms 1 to 6 (eV/Å):
Ti -0.752 -0.392 0.301
O -0.372 -0.136 -0.443
C -0.099 -0.355 0.335
C 0.019 -0.224 -0.513
O -0.117 -0.113 -0.191
O -0.752 -2.349 -0.313

One value per record, in order, for max |F|: 0.98, 3.53 eV Å⁻¹.
One value per record, in order, for total energy: -9419.030775, -7259.052584 a.u..